A cluster of 12 separate species, C23H69FNO11S11 in total. Source: OMol25; level of theory: wB97M-V/def2-TZVPD.

Properties
**F_max**: 0.041 Eh/bohr
**2S+1**: 1
**Highest occupied orbital energy**: -0.703 eV
**Orbital gap**: 1.920 eV
**Charge**: -1
**Electronic energy**: -170876.1521 eV

Last column: Mulliken charge in e.
Positions of all 116 atoms, in Å:
S1 -0.632026 -4.189734 5.602526  0.543
S2 6.362126 0.531814 -1.422342  0.383
S3 9.775125 1.384557 2.392720  0.533
S4 1.273569 2.359065 0.081731  0.890
S5 -2.739738 1.449222 -1.435260  0.329
S6 1.571344 -6.532858 0.965861  0.534
S7 -0.836884 -3.965021 -3.012608  0.553
S8 -7.078486 3.626395 -2.916024  0.536
S9 -2.205453 -0.199563 3.357793  0.461
S10 0.079219 0.024491 -5.501475  0.429
S11 -5.539931 4.895254 3.242066  0.505
F1 -6.076894 0.545839 -5.436810  -0.346
O1 -6.371329 5.470071 4.339223  -0.663
O2 1.072948 3.386281 1.151301  -0.744
O3 -3.419484 0.658553 3.307735  -0.576
O4 -0.160448 -3.455200 -4.234065  -0.627
O5 0.057686 -5.508549 5.648481  -0.641
O6 9.620737 1.211174 0.923502  -0.537
O7 -1.141195 0.863844 -5.549805  -0.504
O8 5.134845 1.374693 -1.445507  -0.490
O9 -5.828493 4.307065 -2.453829  -0.680
O10 0.201686 -6.127975 0.549300  -0.623
O11 -1.281041 1.131314 -1.544794  -0.480
N1 -5.031622 -0.505850 -5.705231  -0.696
C1 0.454478 -0.275302 -3.770044  -0.418
C2 -2.944232 2.483611 0.026752  -0.232
C3 -6.611360 4.686854 1.811798  -0.657
C4 -8.285638 4.920996 -3.256040  -0.966
C5 -3.098649 2.740753 -2.617521  -0.220
C6 -5.339966 3.143621 3.585212  -0.648
C7 -6.838574 3.141792 -4.622486  -0.673
C8 -3.773224 0.230043 -5.533920  0.098
C9 11.047923 0.232797 2.930294  -1.000
C10 -1.840199 -0.516403 5.094071  -1.030
C11 0.430594 -4.376870 -1.811064  -0.867
C12 -1.337376 -5.661189 -3.344301  -1.001
C13 7.758576 1.615310 -1.745388  -0.945
C14 10.750863 2.873252 2.647243  -0.991
C15 1.900093 3.209834 -1.369335  -1.030
C16 -2.134302 -4.405808 4.638816  -0.837
C17 1.662485 -6.281718 2.740804  -0.915
C18 1.493817 1.104641 -5.814699  -0.974
C19 -1.451011 -3.960316 7.187707  -0.962
C20 1.600352 -8.330445 1.014842  -1.043
C21 -0.794061 0.869047 3.061771  -0.589
C22 6.761225 0.224390 0.301716  -0.931
C23 2.804766 1.493177 0.453783  -1.150
H1 0.765738 -8.695215 1.613824  0.308
H2 1.413015 -0.793140 -3.697189  0.499
H3 0.125622 0.300429 3.203428  0.423
H4 -3.295037 0.362974 -6.515074  0.199
H5 2.419113 0.546587 -5.662536  0.385
H6 10.660718 -0.777503 2.814302  0.310
H7 7.682534 1.963106 -2.774357  0.362
H8 6.797900 1.167183 0.846079  0.227
H9 -0.820014 1.721098 3.741151  0.354
H10 11.661655 2.822266 2.050453  0.307
H11 1.456061 1.965539 -5.145011  0.217
H12 -0.844499 1.224396 2.033748  -0.100
H13 -7.504051 4.131173 2.100224  0.326
H14 8.686282 1.060007 -1.611816  0.354
H15 -3.974497 2.838774 0.069851  0.122
H16 3.049790 0.824453 -0.368182  0.315
H17 -0.024588 -4.864159 -0.947735  0.305
H18 7.728577 2.466035 -1.065721  0.262
H19 -8.558729 5.393227 -2.313020  0.318
H20 -2.728171 -3.492472 4.682895  0.276
H21 0.487539 0.667129 -3.223056  0.043
H22 -2.113674 -5.639582 -4.106782  0.341
H23 -2.253374 3.327469 -0.015900  0.349
H24 -1.849594 -4.603874 3.606778  0.277
H25 -1.733082 -6.105889 -2.430601  0.360
H26 1.107614 3.851291 -1.750474  0.338
H27 11.939486 0.356513 2.315326  0.314
H28 1.438200 1.442770 -6.848115  0.331
H29 -2.731707 1.880400 0.907893  -0.295
H30 -2.067164 -3.061616 7.149763  0.327
H31 -2.703834 -5.248771 5.030520  0.376
H32 -6.085067 2.353357 -4.658634  0.045
H33 -4.725107 3.038097 4.475663  0.300
H34 2.602859 -6.678658 3.123511  0.432
H35 2.172716 2.475552 -2.127028  0.236
H36 1.173197 -5.034993 -2.266855  0.309
H37 -6.894164 5.674648 1.453586  0.333
H38 10.994529 2.969723 3.705346  0.380
H39 -2.634108 -1.142895 5.498753  0.278
H40 -6.502159 4.002867 -5.203372  0.344
H41 5.982023 -0.410936 0.721886  0.398
H42 1.507674 -8.698522 -0.005094  0.349
H43 -6.315500 2.688129 3.758147  0.344
H44 3.610582 2.210202 0.605394  0.340
H45 0.819719 -6.773214 3.225917  0.284
H46 -7.774359 2.754103 -5.022551  0.354
H47 -0.684612 -3.844063 7.951473  0.321
H48 -7.848772 5.663850 -3.924053  0.288
H49 -0.329246 -0.903755 -3.357296  0.015
H50 -4.841095 2.660958 2.745925  0.127
H51 -0.885623 -1.038848 5.172841  0.320
H52 -4.123498 3.094596 -2.472791  -0.021
H53 2.547210 -8.665268 1.438816  0.385
H54 10.153964 3.726727 2.332176  0.321
H55 -3.136063 -0.349955 -4.860242  -0.024
H56 -9.170551 4.475651 -3.710113  0.355
H57 11.281527 0.415267 3.979290  0.382
H58 2.653694 0.913635 1.365018  0.363
H59 1.615994 -5.211651 2.930934  0.249
H60 0.910550 -3.451111 -1.494806  0.386
H61 -3.997462 1.220558 -5.126643  -0.121
H62 -1.803438 0.425796 5.641731  0.483
H63 7.721433 -0.283060 0.365729  0.379
H64 -2.989811 2.324744 -3.618636  0.020
H65 -0.482044 -6.233357 -3.706443  0.277
H66 -2.395585 3.565740 -2.485982  0.311
H67 -6.071605 4.157482 1.025959  0.083
H68 -2.064881 -4.832258 7.413998  0.329
H69 2.766412 3.813312 -1.096719  0.413

Cartesian forces (eV/Å) of the 2 atoms listed first:
S -0.046 0.043 -0.071
S 0.071 -0.034 -0.030